P:
Formula: C8H16Cl8
Source: the OMol25 dataset
Level of theory: ωB97M-V with the def2-TZVPD basis set

Calculated values
structure (SMILES): ClCCCl.ClCCCl.ClCCCl.ClCCCl
total charge: 0
LUMO level: 0.37 eV

CARTESIAN COORDINATES (ANGSTROEM)
Cl: -3.77 -0.23 21.33
C: -3.43 -0.02 19.61
C: -1.92 0.27 19.35
Cl: -1.55 1.91 19.82
H: -4.04 0.84 19.33
H: -3.72 -0.90 19.04
H: -1.72 0.28 18.28
H: -1.16 -0.36 19.80
Cl: 3.65 2.56 22.45
C: 4.02 2.12 24.15
C: 5.53 2.22 24.37
Cl: 6.40 1.06 23.33
H: 3.59 1.13 24.29
H: 3.42 2.72 24.83
H: 5.82 2.11 25.41
H: 5.97 3.20 24.17
Cl: 2.81 -7.08 23.24
C: 2.13 -5.55 22.79
C: 2.74 -4.32 23.45
Cl: 2.36 -4.27 25.22
H: 1.06 -5.56 22.99
H: 2.26 -5.44 21.71
H: 2.43 -3.40 22.95
H: 3.83 -4.37 23.44
Cl: 4.54 -2.22 19.81
C: 3.79 -0.89 20.64
C: 2.98 0.06 19.69
Cl: 1.45 -0.61 19.16
H: 4.47 -0.28 21.23
H: 3.10 -1.35 21.35
H: 3.64 0.21 18.83
H: 2.75 0.97 20.23


Q:
Formula: C8H16Cl8
Source: the OMol25 dataset
Level of theory: ωB97M-V with the def2-TZVPD basis set

Calculated values
structure (SMILES): ClCCCl.ClCCCl.ClCCCl.ClCCCl
total charge: 0
LUMO level: 0.51 eV

CARTESIAN COORDINATES (ANGSTROEM)
Cl: -3.32 -2.88 29.14
C: -2.21 -1.90 28.23
C: -1.68 -2.73 27.04
Cl: -0.66 -1.65 25.95
H: -1.34 -1.90 28.89
H: -2.64 -0.93 27.99
H: -2.50 -3.07 26.41
H: -1.01 -3.54 27.34
Cl: -0.46 -8.17 23.03
C: -1.30 -7.12 24.21
C: -0.53 -5.88 24.66
Cl: -0.36 -4.65 23.38
H: -1.37 -7.91 24.95
H: -2.33 -6.95 23.93
H: 0.49 -6.22 24.85
H: -1.00 -5.39 25.51
Cl: -4.23 0.24 30.15
C: -4.37 1.45 31.44
C: -3.20 2.45 31.61
Cl: -2.69 2.94 29.97
H: -4.68 0.93 32.35
H: -5.21 2.03 31.05
H: -2.46 1.80 32.08
H: -3.72 3.18 32.23
Cl: -0.21 -4.16 29.96
C: 0.36 -3.52 31.45
C: 1.46 -2.43 31.11
Cl: 0.86 -0.96 30.28
H: 0.68 -4.29 32.14
H: -0.46 -2.98 31.93
H: 2.14 -2.98 30.47
H: 1.85 -2.13 32.09


Q: What are the energies relative to the best structure? A: P 0.0; Q 18.5, in kcal/mol.


P:
Formula: C3H9N3O2
Source: the OMol25 dataset
Level of theory: ωB97M-V with the def2-TZVPD basis set

Calculated values
structure (SMILES): C/C=N/N.O=CNO
total charge: 0
LUMO level: 0.88 eV

CARTESIAN COORDINATES (ANGSTROEM)
C: -2.24 -0.67 0.78
C: -1.13 -0.50 -0.20
N: -0.18 -1.36 -0.23
N: 0.62 -1.35 -1.39
H: -2.10 -0.02 1.65
H: -3.20 -0.45 0.31
H: -2.27 -1.69 1.15
H: -1.39 0.11 -1.08
H: 0.12 -1.11 -2.25
H: 1.14 -2.21 -1.45
O: 1.76 1.62 1.91
C: 1.56 0.76 1.08
N: 1.17 1.16 -0.21
O: 1.33 2.51 -0.55
H: 1.98 -0.25 1.21
H: 1.18 0.55 -1.03
H: 1.66 2.90 0.28


Q:
Formula: C3H9N3O2
Source: the OMol25 dataset
Level of theory: ωB97M-V with the def2-TZVPD basis set

Calculated values
structure (SMILES): N/N=C(/N)O.CC=O
total charge: 0
LUMO level (alpha / beta): -0.24 / -0.66 eV

CARTESIAN COORDINATES (ANGSTROEM)
N: -0.56 -0.96 2.10
N: -1.24 -0.29 1.20
C: -0.74 -0.41 -0.09
N: -1.67 -0.35 -1.11
O: 0.18 -1.44 -0.24
H: 0.46 -0.90 2.00
H: -0.88 -0.79 3.05
H: -1.31 -0.58 -2.02
H: -2.58 -0.75 -0.91
H: -0.20 -2.25 0.13
C: 1.67 1.06 -1.01
C: 0.49 1.26 -0.07
O: 0.75 1.41 1.18
H: 1.33 0.73 -1.99
H: 2.33 0.30 -0.60
H: 2.21 2.00 -1.11
H: -0.25 1.95 -0.51


R:
Formula: C3H9N3O2
Source: the OMol25 dataset
Level of theory: ωB97M-V with the def2-TZVPD basis set

Calculated values
structure (SMILES): C/C(=C(/N)O)N(N)O
total charge: 0
LUMO level: 0.81 eV

CARTESIAN COORDINATES (ANGSTROEM)
C: 0.56 -1.91 0.19
C: 0.22 -0.46 0.11
C: 0.97 0.61 -0.02
N: 0.69 1.95 0.01
O: 2.43 0.32 0.10
N: -1.32 -0.18 0.12
N: -1.87 0.39 -1.04
O: -1.64 0.74 1.18
H: 1.22 -2.11 1.03
H: 1.05 -2.25 -0.72
H: -0.36 -2.47 0.32
H: -0.25 2.31 0.00
H: 1.39 2.51 0.48
H: 2.63 -0.57 -0.23
H: -1.30 1.14 -1.42
H: -2.01 -0.35 -1.72
H: -2.39 0.33 1.62


Q: What are the energies relative to the best structure? A: P 0.0; Q 9.9; R 8.3, in kcal/mol.


P:
Formula: C2H4INS
Source: the OMol25 dataset
Level of theory: ωB97M-V with the def2-TZVPD basis set

Calculated values
total charge: 0
LUMO level (alpha / beta): -2.29 / -3.33 eV

CARTESIAN COORDINATES (ANGSTROEM)
C: 0.79 0.46 -0.11
C: 0.20 -0.83 0.36
N: 0.19 1.29 -0.82
S: 2.47 0.82 0.36
I: -4.02 -0.43 0.02
H: 0.16 -1.65 -0.38
H: -0.85 -0.49 0.30
H: 0.63 -1.43 1.22
H: 0.43 2.27 -0.95


Q:
Formula: C2H4INS
Source: the OMol25 dataset
Level of theory: ωB97M-V with the def2-TZVPD basis set

Calculated values
structure (SMILES): [H]/N=C(/C)SI
total charge: 0
LUMO level: -0.59 eV

CARTESIAN COORDINATES (ANGSTROEM)
H: -1.20 0.63 1.50
N: -0.23 0.58 1.37
C: 0.09 0.17 0.28
C: 1.36 -0.31 -0.29
S: -1.31 -0.22 -1.27
I: -3.46 0.34 -0.35
H: 1.31 -1.37 -0.28
H: 2.07 0.23 0.35
H: 1.39 -0.05 -1.32


Q: What are the energies relative to the best structure? A: P 48.3; Q 0.0, in kcal/mol.


P:
Formula: C4H6N2S
Source: the OMol25 dataset
Level of theory: ωB97M-V with the def2-TZVPD basis set

Calculated values
total charge: 0
LUMO level: 0.64 eV

CARTESIAN COORDINATES (ANGSTROEM)
C: 0.48 0.06 -0.36
C: -0.55 0.51 0.70
C: -0.53 -1.10 -0.57
C: 0.61 1.13 -1.23
H: 2.18 0.82 0.80
H: -0.70 1.02 1.71
H: -1.29 1.12 -0.02
H: -0.63 -1.55 1.53
H: -1.29 -0.82 -1.28
H: -0.13 -2.03 -0.59
N: -1.09 -0.95 0.69
N: 0.90 2.16 -1.68
S: 2.03 -0.38 0.29


Q:
Formula: C4H6N2S
Source: the OMol25 dataset
Level of theory: ωB97M-V with the def2-TZVPD basis set

Calculated values
total charge: 0
LUMO level (alpha / beta): -3.53 / -3.51 eV

CARTESIAN COORDINATES (ANGSTROEM)
C: 1.89 0.14 -0.78
C: 1.36 1.10 0.01
C: 0.93 -0.97 -0.76
C: 0.04 0.66 0.54
N: -0.11 -0.67 -0.09
N: -1.09 -1.55 0.24
S: -3.53 0.00 -0.58
H: 2.77 0.13 -1.23
H: 1.92 1.95 0.43
H: -0.06 0.49 1.58
H: -0.66 1.41 0.22
H: -2.01 -1.26 -0.27
H: -0.64 -2.43 -0.11


Q: What are the energies relative to the best structure? A: P 0.0; Q 84.7, in kcal/mol.


P:
Formula: C4H6N2S
Source: the OMol25 dataset
Level of theory: ωB97M-V with the def2-TZVPD basis set

Calculated values
structure (SMILES): S[C@@H]1[C@H]2N=CN[C@@H]12
total charge: 0
LUMO level: 0.77 eV

CARTESIAN COORDINATES (ANGSTROEM)
S: 1.37 0.28 -1.86
C: 0.10 -0.11 -0.69
C: -0.56 0.81 0.28
N: -1.82 0.43 0.80
C: -1.46 -0.63 1.54
N: -0.07 -1.03 1.53
C: 0.56 -0.02 0.72
H: 0.78 1.51 -2.33
H: -0.44 -0.99 -0.83
H: -0.65 1.83 0.20
H: -2.10 -1.32 2.02
H: 0.33 -1.85 2.24
H: 1.51 0.28 0.95


Q:
Formula: C4H6N2S
Source: the OMol25 dataset
Level of theory: ωB97M-V with the def2-TZVPD basis set

Calculated values
structure (SMILES): [H]/N=C1/NC=CCS1
total charge: 0
LUMO level: 0.66 eV

CARTESIAN COORDINATES (ANGSTROEM)
H: 2.67 -0.94 -1.26
N: 1.83 -0.99 -1.81
C: 1.00 -0.47 -0.93
N: -0.28 -0.64 -1.05
C: -1.21 0.21 -0.40
C: -1.12 0.84 0.71
C: 0.09 0.47 1.49
S: 1.66 0.20 0.55
H: -0.55 -1.00 -1.90
H: -2.21 0.15 -0.97
H: -1.87 1.27 1.28
H: 0.24 1.32 2.29
H: -0.25 -0.43 2.01


Q: What are the energies relative to the best structure? A: P 28.7; Q 0.0, in kcal/mol.


P:
Formula: C2H3N5O4
Source: the OMol25 dataset
Level of theory: ωB97M-V with the def2-TZVPD basis set

Calculated values
structure (SMILES): O=N/N=N/[N+](=O)[O-].CN=C=O
total charge: 0
LUMO level (alpha / beta): -1.29 / -1.29 eV

CARTESIAN COORDINATES (ANGSTROEM)
O: -3.95 -1.23 0.24
N: -2.94 -0.66 0.11
N: -2.27 0.15 -0.33
N: -1.14 0.58 -0.64
N: -0.68 1.75 -0.05
O: 0.39 2.11 -0.46
O: -1.36 2.27 0.80
C: 2.50 -0.23 0.07
N: 1.38 -1.05 0.31
C: 0.34 -1.52 -0.02
O: -0.67 -2.09 -0.12
H: 3.23 -0.77 -0.54
H: 2.21 0.69 -0.42
H: 2.95 0.00 1.04


Q:
Formula: C2H3N5O4
Source: the OMol25 dataset
Level of theory: ωB97M-V with the def2-TZVPD basis set

Calculated values
total charge: 0
LUMO level: -0.03 eV

CARTESIAN COORDINATES (ANGSTROEM)
C: 0.29 -2.03 1.37
C: -0.12 0.20 0.54
N: -0.31 -1.03 1.10
N: 0.19 -0.51 -1.62
N: 0.32 0.43 -0.79
N: 0.81 -0.34 -2.74
N: -0.75 1.10 1.25
O: 0.85 1.54 -1.14
O: -1.23 0.60 2.48
O: 0.56 -3.06 1.80
O: -0.81 2.26 1.04
H: -1.58 1.11 3.26
H: 1.29 0.59 -2.98
H: 0.49 -0.87 -3.56


Q: What are the energies relative to the best structure? A: P 20.2; Q 0.0, in kcal/mol.